{
  "formula": "C2H6N2P2",
  "method": "ωB97M-V/def2-TZVPD",
  "symbols": ["P", "P", "N", "N", "C", "C", "H", "H", "H", "H", "H", "H"],
  "coordinates": [[2.034715, 1.740237, -0.022527], [1.404992, -0.104987, -0.043787], [2.166406, -1.542844, 0.419454], [-0.034739, -0.796216, -0.598769], [-1.926982, 1.865876, -0.033690], [-2.878255, 1.235160, 0.320671], [3.142798, -1.410982, 0.652608], [-1.080120, 2.425904, -0.317091], [-0.776285, -0.120507, -0.756984], [-0.347077, -1.619382, -0.095119], [-3.715171, 0.685368, 0.642207], [2.009714, -2.357627, -0.166968]],
  "atomic_forces_ev_per_a": [[-0.48, -1.41, 0.02], [0.06, 0.46, -0.20], [-0.09, 0.43, -0.23], [0.59, 0.31, 0.30], [-0.32, -0.05, 0.13], [0.24, 0.13, -0.11], [-0.12, -0.06, 0.01], [0.45, 0.24, -0.14], [0.07, -0.19, 0.05], [-0.04, 0.18, -0.05], [-0.40, -0.25, 0.13], [0.05, 0.21, 0.09]],
  "nbo_charge": [-0.393, 1.118, -1.179, -1.179, -0.239, -0.249, 0.413, 0.254, 0.425, 0.398, 0.233, 0.399],
  "mol_weight_g_mol": 120.03,
  "e_above_lowest_ev": 0.929,
  "smiles": "NP(N)#P.C#C",
  "orbital_gap_ha": 0.3079,
  "e_lumo_ev": 0.5960,
  "charge": 0,
  "energy_ha": -871.92451,
  "spin_multiplicity": 1
}


{
  "formula": "C6H9N",
  "method": "ωB97M-V/def2-TZVPD",
  "symbols": ["N", "C", "C", "C", "C", "C", "C", "H", "H", "H", "H", "H", "H", "H", "H", "H"],
  "coordinates": [[1.132247, 0.304811, 0.442966], [-0.090689, 0.593315, 1.068548], [-1.448828, -0.086803, 1.366887], [-1.059939, 0.282082, -0.138521], [0.899332, -1.090297, 0.040945], [1.084400, 0.667919, -1.155824], [-0.056617, -0.390306, -1.012868], [1.927325, -1.251366, -0.717158], [-2.067924, 0.599980, 1.713966], [-1.322936, -1.210030, 1.620781], [0.567432, -1.944920, 0.680250], [0.823954, 1.545660, -1.654927], [2.086187, 0.294526, -1.467100], [-1.779134, 0.968969, -0.559041], [-0.112915, 1.768437, 1.457486], [-0.581895, -1.051977, -1.686391]],
  "atomic_forces_ev_per_a": [[3.36, -0.38, 1.60], [-3.23, 7.49, -0.45], [6.60, -6.19, -4.17], [-1.65, 0.96, 2.69], [2.52, -0.02, -4.92], [-0.50, -3.34, 2.36], [-0.17, -2.83, 0.44], [-2.83, -1.07, 2.81], [-2.94, 2.27, 2.02], [-1.16, 2.14, 0.12], [0.57, 1.19, -0.19], [-0.39, 2.09, 0.26], [-0.97, 0.28, -0.18], [0.28, 0.35, -0.19], [0.15, -3.14, -0.91], [0.36, 0.19, -1.29]],
  "nbo_charge": [-0.417, -0.079, -0.375, -0.280, -0.239, -0.200, -0.268, 0.181, 0.222, 0.215, 0.225, 0.205, 0.202, 0.212, 0.184, 0.214],
  "mol_weight_g_mol": 95.14,
  "e_above_lowest_ev": 6.659,
  "smiles": "C1[C@@H]2C3CN(C3)[C@H]12",
  "orbital_gap_ha": 0.3329,
  "e_lumo_ev": 1.0970,
  "charge": 0,
  "energy_ha": -288.53733,
  "spin_multiplicity": 1
}


{
  "formula": "C5H9NO",
  "method": "ωB97M-V/def2-TZVPD",
  "symbols": ["O", "N", "C", "C", "C", "C", "C", "H", "H", "H", "H", "H", "H", "H", "H", "H"],
  "coordinates": [[-1.950476, 1.450760, -0.362622], [0.717854, -1.733224, 1.494328], [1.561835, 0.839213, -0.111822], [-0.347333, -1.131717, 1.743178], [-0.966327, 0.751116, -0.488814], [0.323663, 1.180219, 0.238900], [-0.779003, -0.192974, -1.653477], [2.421506, 1.301454, 0.349939], [-1.082633, -0.471978, 1.157334], [-0.296019, -1.109440, -1.319076], [1.370617, -1.271362, 0.856461], [0.144148, 1.956558, 0.972504], [-1.750792, -0.435418, -2.076975], [-0.992212, -1.535102, 2.516772], [-0.152610, 0.266343, -2.415349], [1.777782, 0.135553, -0.901281]],
  "atomic_forces_ev_per_a": [[0.01, -0.81, 0.40], [1.27, 0.57, 0.83], [-0.40, 0.25, -0.07], [-3.05, -0.80, -0.60], [1.67, 2.12, -1.18], [-0.58, 0.02, -0.61], [-0.57, -0.63, 0.55], [0.03, 0.02, 0.15], [2.02, -0.01, 0.52], [0.09, -0.12, -0.09], [-0.65, -0.16, -0.56], [0.01, -0.09, 0.18], [0.01, 0.02, -0.06], [0.20, -0.42, 0.59], [0.02, 0.16, 0.07], [-0.08, -0.13, -0.12]],
  "nbo_charge": [-0.528, -0.591, -0.386, -0.024, 0.536, -0.279, -0.727, 0.214, 0.157, 0.226, 0.345, 0.223, 0.241, 0.152, 0.243, 0.198],
  "mol_weight_g_mol": 99.13,
  "e_above_lowest_ev": 3.325,
  "smiles": "C=CC(C)=O.C=N",
  "orbital_gap_ha": 0.3714,
  "e_lumo_ev": 0.3104,
  "charge": 0,
  "energy_ha": -325.81538,
  "spin_multiplicity": 1
}


Number 2 is which compound? C6H9N


What is the formula in the second record? C6H9N